# C71H69CaN4O3P2Si

C71H69CaN4O3P2Si as an isolated structure at a distorted geometry (the ωB97M-V functional and the def2-TZVPD basis, the OMol25 dataset).

F_max (Eh/bohr): 0.04147
E_tot (Ha): -4841.8397
HOMO energy (eV): -5.105
Charge: -1
HOMO-LUMO gap (eV): 7.27
2S+1: 1

The geometry in XYZ format:
```
151
C71H69CaN4O3P2Si (the ωB97M-V functional and the def2-TZVPD basis)
Ca 0.422 -0.625 -0.375
C 3.212 2.218 -0.940
C 4.106 1.017 -1.132
C 5.253 1.127 -1.911
C 6.127 0.059 -2.047
C 5.854 -1.125 -1.378
C 4.713 -1.270 -0.592
C 4.445 -2.549 0.137
C 3.812 -0.199 -0.491
N 2.556 -0.299 0.158
C 2.474 -0.495 1.482
O 3.353 -0.693 2.323
C 1.037 -0.339 2.029
C 0.558 -1.042 3.115
C -0.713 -0.724 3.591
C -1.410 0.343 3.043
C -0.858 1.013 1.959
N 0.310 0.633 1.441
C -1.369 2.388 1.504
O -1.869 3.060 2.426
N -1.107 2.727 0.246
C -0.978 4.116 -0.012
C 0.090 4.826 0.590
C 1.001 4.143 1.569
C 0.307 6.163 0.278
C -0.512 6.841 -0.616
C -1.551 6.148 -1.213
C -1.786 4.800 -0.939
C -2.903 4.113 -1.678
H 3.262 2.893 -1.797
H 3.515 2.780 -0.052
H 2.177 1.928 -0.767
H 5.460 2.067 -2.412
H 7.016 0.151 -2.660
H 6.539 -1.965 -1.460
H 5.069 -3.364 -0.238
H 3.400 -2.831 0.034
H 4.624 -2.423 1.207
H 1.179 -1.791 3.587
H -1.135 -1.279 4.420
H -2.354 0.686 3.445
H 1.311 3.161 1.205
H 0.489 3.982 2.520
H 1.888 4.751 1.754
H 1.137 6.681 0.750
H -0.341 7.888 -0.839
H -2.196 6.653 -1.926
H -3.532 4.852 -2.181
H -3.537 3.536 -1.006
H -2.516 3.431 -2.444
C -3.208 0.687 -1.737
N -3.128 0.213 -3.119
C -1.991 -0.598 -3.499
P -0.387 0.180 -2.973
C -0.568 1.894 -3.578
C 0.025 2.918 -2.847
C -0.022 4.230 -3.306
C -0.687 4.521 -4.486
C -1.300 3.503 -5.213
C -1.237 2.192 -4.765
C 0.830 -0.467 -4.186
C 0.555 -1.255 -5.297
C 1.587 -1.662 -6.138
C 2.898 -1.295 -5.868
C 3.183 -0.522 -4.747
C 2.155 -0.115 -3.915
C -4.272 0.191 -3.916
C -5.224 1.215 -3.807
C -6.361 1.213 -4.598
C -6.580 0.210 -5.536
C -5.634 -0.798 -5.660
C -4.497 -0.817 -4.860
P -2.808 -0.597 -0.426
C -3.724 -2.042 -1.066
C -3.153 -3.301 -0.920
C -3.861 -4.442 -1.293
C -5.130 -4.318 -1.839
C -5.699 -3.057 -2.008
C -5.004 -1.927 -1.612
C -3.979 -0.113 0.915
C -4.255 1.216 1.218
C -5.105 1.544 2.267
C -5.689 0.546 3.029
C -5.406 -0.788 2.748
C -4.556 -1.114 1.704
H -4.204 1.065 -1.544
H -2.505 1.498 -1.545
H -1.979 -0.711 -4.578
H -2.031 -1.603 -3.062
H 0.486 2.702 -1.890
H 0.428 5.020 -2.716
H -0.748 5.546 -4.833
H -1.831 3.732 -6.130
H -1.711 1.407 -5.347
H -0.454 -1.582 -5.517
H 1.361 -2.280 -6.999
H 3.699 -1.624 -6.519
H 4.204 -0.251 -4.503
H 2.395 0.467 -3.030
H -5.058 2.034 -3.116
H -7.078 2.019 -4.489
H -7.468 0.215 -6.155
H -5.785 -1.598 -6.375
H -3.811 -1.651 -4.944
H -2.150 -3.383 -0.512
H -3.414 -5.419 -1.155
H -5.680 -5.205 -2.134
H -6.688 -2.956 -2.441
H -5.467 -0.952 -1.721
H -3.764 2.008 0.670
H -5.280 2.588 2.499
H -6.352 0.800 3.847
H -5.848 -1.577 3.346
H -4.338 -2.158 1.502
C 2.243 -3.534 -2.618
C 1.142 -4.563 -2.313
C 1.688 -5.937 -2.731
C -0.096 -4.217 -3.162
Si 0.623 -4.332 -0.489
O 0.275 -2.790 -0.206
C 1.901 -5.003 0.738
C 2.172 -4.258 1.892
C 3.012 -4.735 2.891
C 3.603 -5.986 2.757
C 3.337 -6.753 1.628
C 2.491 -6.268 0.636
C -0.811 -5.516 -0.045
C -1.371 -5.368 1.233
C -2.314 -6.257 1.728
C -2.717 -7.345 0.959
C -2.180 -7.518 -0.310
C -1.248 -6.607 -0.804
H 2.463 -3.519 -3.694
H 3.170 -3.770 -2.089
H 1.954 -2.521 -2.330
H 1.842 -5.951 -3.818
H 1.024 -6.768 -2.484
H 2.656 -6.135 -2.264
H 0.157 -4.245 -4.231
H -0.453 -3.208 -2.929
H -0.933 -4.902 -2.992
H 1.733 -3.269 1.992
H 3.218 -4.123 3.763
H 4.268 -6.361 3.526
H 3.784 -7.736 1.522
H 2.275 -6.902 -0.219
H -1.055 -4.532 1.857
H -2.729 -6.110 2.719
H -3.444 -8.048 1.345
H -2.491 -8.357 -0.921
H -0.863 -6.762 -1.806
```